No. 1
23
Properties=species:S:1:pos:R:3:forces:R:3 method="wB97M-V/def2-TZVPD" total_energy_ev=-12381.84690 s_squared=2.02 spin_multiplicity=3 homo_lumo_gap_ev="6.57 / 8.27" charge=+1 relative_energy_ev=1.579
C -0.90372 -2.07252 0.03840 2.6 -3.8 4.6
C 0.39685 -0.45065 1.51153 0.0 -0.1 1.9
C 0.33510 -1.81588 1.05695 -0.2 -2.4 -0.1
C 0.32876 0.37203 -0.77611 1.3 3.6 1.3
C 1.55974 -0.27459 -1.39686 -3.8 3.0 -2.4
C -1.66975 1.87208 -1.09832 3.3 1.5 -0.9
N -1.05970 -1.29841 -0.84556 -1.8 1.6 -2.9
N 0.35040 0.57363 0.59311 -0.4 -0.3 -0.4
N 0.30991 -0.19114 2.87766 0.2 1.1 -2.0
N -0.35623 1.30486 -1.50922 0.5 -1.2 0.9
H -1.30642 -3.11705 0.24462 -0.4 1.1 -0.7
H 0.34522 -2.53794 1.95924 -0.3 1.1 -1.7
H 1.23128 -2.01275 0.45204 -0.2 -0.7 0.2
H 1.94567 -1.05196 -0.93667 2.2 -3.1 2.8
H 2.23792 0.50980 -1.68354 0.4 0.2 0.2
H 1.16485 -0.72178 -2.27669 -0.1 -0.3 -1.3
H -2.29634 1.32246 -1.69731 -2.3 -0.1 -1.7
H -1.85669 1.53979 -0.16317 -0.7 -0.8 3.3
H -1.60230 2.98045 -1.09599 -0.6 -0.9 -0.5
H -0.09826 1.34756 1.05199 -0.4 0.9 -0.8
H 0.51563 -0.83818 3.58371 0.4 -1.2 0.4
H -0.23514 0.56058 3.21522 -0.5 0.9 0.2
H -0.42127 1.07100 -2.48303 0.7 0.0 -0.4

---

No. 2
10
Properties=species:S:1:pos:R:3:forces:R:3 method="wB97M-V/def2-TZVPD" total_energy_ev=-20584.74884 s_squared=2.01 spin_multiplicity=3 homo_lumo_gap_ev="7.51 / 8.22" charge=0 relative_energy_ev=0.999
C -0.08010 1.49229 1.16630 0.4 0.6 -0.2
C 0.30470 -0.15297 -1.45893 2.2 -3.3 1.5
N -0.47769 0.68777 1.92194 -0.8 -1.8 2.1
O 0.41426 2.34539 0.59108 1.0 2.0 -1.7
O -1.36918 1.73317 -2.10017 -0.7 0.6 1.9
O 1.09134 2.14073 -2.50212 2.9 1.8 1.3
S 0.00564 1.29780 -2.18769 -4.3 0.3 -6.0
H 1.36820 -0.26709 -1.74882 -0.4 -0.7 1.0
H -0.35944 -1.04345 -1.58687 0.4 1.3 0.2
H -1.03532 -0.09904 1.73847 -0.6 -0.8 -0.1

---

No. 3
38
Properties=species:S:1:pos:R:3:forces:R:3 method="wB97M-V/def2-TZVPD" total_energy_ev=-78899.02519 smiles="C[N+](=O)[O-].C[N+](=O)[O-].C[N+](=O)[O-].C[N+](=O)[O-].ClCCl.ClCCl" homo_lumo_gap_ev=10.88 charge=0 relative_energy_ev=1.648
C -2.27816 2.18027 6.87953 0.1 -1.3 0.4
N -2.48424 0.70535 6.49835 0.1 1.1 -1.8
O -2.06344 0.37099 5.38751 -0.2 0.0 1.4
O -3.16878 0.03674 7.23005 0.2 -0.2 0.2
H -1.89063 2.13781 7.89743 -0.1 0.2 -0.1
H -3.29473 2.57342 6.86852 0.3 0.3 -0.1
H -1.56626 2.63772 6.19247 -0.4 -0.1 0.0
C 3.25303 5.02259 -0.87735 -0.9 -1.4 -0.3
N 4.27770 4.58887 -1.86138 0.1 2.6 -0.3
O 4.50241 5.37072 -2.77677 -0.1 -0.7 0.0
O 4.90467 3.60852 -1.59857 0.5 -1.2 0.0
H 2.67635 4.10831 -0.73724 0.1 0.0 0.6
H 2.54207 5.72063 -1.31939 0.7 0.4 0.2
H 3.80340 5.28092 0.02734 -0.4 0.3 -0.2
C -3.77418 0.65419 0.23914 0.3 0.4 0.8
N -2.28809 0.90474 0.09371 -0.3 1.5 1.0
O -1.72874 1.69799 0.82182 -1.1 0.6 1.2
O -1.67294 0.35318 -0.74167 0.6 -2.4 -2.8
H -3.84986 0.09572 1.17214 -0.1 -0.1 -0.2
H -4.20607 0.12213 -0.60849 0.5 0.1 0.1
H -4.24010 1.62377 0.41503 0.1 -0.1 -0.2
C 2.93428 -1.24148 -4.83678 -0.3 0.0 0.4
N 2.61063 -0.98844 -6.27099 0.9 -0.6 -2.1
O 1.89516 -1.85857 -6.82149 1.4 2.4 0.8
O 3.19833 -0.02402 -6.83896 -2.0 -2.6 1.5
H 2.89705 -0.26832 -4.34722 0.1 -0.3 0.1
H 3.89952 -1.73554 -4.72577 0.3 0.6 -0.5
H 2.25261 -1.98600 -4.42554 -0.4 0.5 -0.2
C -4.47144 -6.29446 -2.39693 -0.4 -0.3 0.8
Cl -5.09827 -7.99879 -2.24357 0.5 1.1 -0.4
Cl -5.05470 -5.36134 -0.97565 0.2 -0.1 -0.5
H -3.38192 -6.28811 -2.36559 -0.3 -0.2 0.0
H -4.85150 -5.79731 -3.28939 -0.1 -0.4 0.1
C 3.02189 -2.06637 2.04450 -0.9 0.7 0.5
Cl 4.49511 -2.96823 1.96523 0.3 -0.7 -0.1
Cl 3.42941 -0.31914 2.19383 -0.5 -0.4 -0.3
H 2.34931 -2.27996 1.21377 0.6 0.4 -0.4
H 2.42113 -2.31847 2.91836 0.5 0.0 0.2

---

No. 4
94
Properties=species:S:1:pos:R:3:forces:R:3 method="wB97M-V/def2-TZVPD" total_energy_ev=-164498.15714 s_squared=6.00 spin_multiplicity=5 homo_lumo_gap_ev="6.60 / 6.69" charge=+3
Ho -0.34921 -0.39658 -0.82245 -0.6 0.7 2.5
P -0.40534 -2.49448 1.08813 0.2 -1.2 1.6
P 1.70436 -1.09876 -2.32846 0.9 -0.2 -0.8
P -1.72374 -2.78656 -2.02772 -0.8 -0.7 -0.6
H -1.90963 3.27050 0.60958 -0.3 0.8 1.0
C -2.93661 2.95061 0.83102 1.0 -1.4 -0.2
C -3.09542 1.90864 1.68119 0.8 -0.7 -0.8
H -2.26797 1.62627 2.39651 -0.8 0.4 -1.0
C 0.27708 -2.06441 2.72233 0.3 0.4 0.3
C 0.67993 -3.95330 0.78922 0.0 0.1 -0.5
C -1.95558 -3.26310 1.73440 -0.3 0.2 -0.3
C 1.70186 -0.13327 -3.86616 -0.1 -0.1 -0.1
C 3.32806 -0.65771 -1.68594 0.3 -0.1 0.1
C 1.95982 -2.80905 -2.87662 0.0 0.0 0.0
C -3.45260 -2.90376 -1.41857 -0.4 0.5 0.3
C -1.46277 -4.59098 -2.01010 0.6 -0.3 0.2
C -1.95924 -2.65133 -3.84055 0.3 0.6 -0.5
H -3.63139 3.35993 0.10087 -0.4 -0.5 0.3
H -3.86990 1.11560 1.56538 -0.1 1.4 0.7
H -0.31207 -1.26063 3.17842 0.2 -0.2 -0.1
H 1.31514 -1.71742 2.64385 -0.3 -0.1 0.0
H 0.25046 -2.94688 3.38478 0.0 0.3 -0.4
H 1.70411 -3.59906 0.60076 -0.2 -0.1 0.1
H 0.34634 -4.54562 -0.07023 0.1 0.1 0.2
H 0.68902 -4.58180 1.69250 -0.1 0.2 -0.3
H -2.71470 -2.47167 1.83026 0.1 -0.3 0.0
H -1.76717 -3.67233 2.74084 0.0 0.1 -0.5
H -2.34181 -4.05617 1.07936 0.1 0.3 0.2
H 2.60227 -0.46297 -4.39415 -0.2 0.2 -0.2
H 1.79392 0.93608 -3.63060 -0.1 -0.2 -0.2
H 0.81562 -0.33850 -4.47943 0.2 0.2 0.1
H 3.99394 -0.74575 -2.55521 0.1 0.1 0.3
H 3.63995 -1.37251 -0.91082 0.0 0.4 -0.2
H 3.35735 0.37076 -1.30478 0.0 -0.3 0.0
H 2.97912 -2.80578 -3.28022 -0.2 -0.3 -0.1
H 1.24237 -3.07982 -3.66532 0.2 0.0 0.3
H 1.91962 -3.50585 -2.02567 -0.1 0.2 -0.4
H -4.08794 -2.98002 -2.30583 -0.1 0.0 0.3
H -3.75552 -2.02229 -0.84060 -0.1 -0.2 -0.1
H -3.59413 -3.81085 -0.81316 0.1 0.4 -0.2
H -2.16117 -5.02421 -2.73592 0.1 0.1 0.1
H -1.69105 -5.02057 -1.03411 0.2 0.0 0.0
H -0.44678 -4.84545 -2.30863 0.0 -0.2 0.0
H -3.02787 -2.64081 -4.05452 0.1 0.0 -0.1
H -1.51107 -3.49954 -4.38061 0.0 0.3 0.3
H -1.53106 -1.71331 -4.21830 -0.2 -0.2 -0.1
C -4.55318 1.59560 -3.48454 -0.3 1.6 -1.1
C -4.44649 1.75267 -4.87996 0.2 -0.8 0.4
C -5.60751 1.80113 -5.66207 0.3 0.0 0.5
C -6.85543 1.75059 -5.04107 0.0 0.5 0.9
C -6.92416 2.02311 -3.65168 0.2 -0.2 -0.8
C -5.76453 2.03781 -2.89636 1.2 -1.0 0.9
S -3.47198 0.67145 -2.39146 0.3 -0.9 0.7
H -2.02778 0.84117 -2.26161 -1.1 1.0 -0.8
H -3.44342 1.77840 -5.29056 -0.2 -0.3 -0.4
H -5.54759 1.86951 -6.74270 0.1 -0.1 0.1
H -7.75812 1.58401 -5.62828 0.2 0.3 0.2
H -7.85575 2.21343 -3.14084 -0.2 0.0 -0.2
H -5.70989 2.25839 -1.82487 -0.6 -0.2 -0.3
O 0.81459 0.55868 0.74060 0.7 0.5 0.1
As 1.99418 1.33835 1.91081 -1.2 -1.0 -0.1
C 3.76898 0.94031 1.33352 0.8 0.1 0.3
C 4.61556 1.92206 0.78513 -0.1 -0.2 0.0
C 5.93951 1.59765 0.48152 -0.2 0.0 -0.1
C 6.43213 0.31801 0.71858 -0.3 -0.1 -0.2
C 5.60781 -0.65232 1.27255 -0.5 -0.1 0.2
C 4.29890 -0.32523 1.63261 -0.2 -0.1 -0.3
C 1.62437 3.20285 1.98172 -0.4 1.5 -0.4
C 1.23543 3.83741 0.78413 0.0 0.3 -0.3
C 1.10714 5.23689 0.68336 0.1 -0.5 0.2
C 1.30988 6.03413 1.81475 0.0 -0.5 -0.2
C 1.61415 5.41951 3.03092 0.0 -0.3 0.1
C 1.79544 4.02371 3.12498 0.0 0.0 0.1
C 1.67687 0.64311 3.69613 -0.1 0.7 0.6
C 2.67434 0.11570 4.53819 -0.1 -0.1 -0.5
C 2.36079 -0.21335 5.85746 -0.1 0.0 -0.3
C 1.09620 0.04856 6.37712 0.2 -0.5 -0.6
C 0.11242 0.58771 5.56416 -0.3 0.1 -0.4
C 0.40359 0.91826 4.24207 0.3 -0.1 -0.2
H 4.27439 2.93870 0.61158 -0.1 -0.1 0.0
H 6.58818 2.33452 0.01742 -0.1 0.0 0.2
H 7.43986 0.05365 0.43226 0.1 0.1 0.0
H 5.96006 -1.67583 1.41165 0.0 0.4 0.1
H 3.67550 -1.06349 2.13373 0.1 0.0 -0.2
H 1.01944 3.23372 -0.10151 0.2 0.2 0.2
H 0.85727 5.70546 -0.27612 0.1 -0.3 0.4
H 1.23245 7.11971 1.74169 0.0 -0.3 0.1
H 1.70421 6.06009 3.91980 0.1 -0.6 -0.4
H 2.05593 3.61187 4.10828 -0.1 0.0 -0.5
H 3.68166 -0.07921 4.16765 -0.3 0.1 0.1
H 3.08415 -0.74859 6.45630 0.1 0.2 0.1
H 0.85464 -0.28032 7.36900 0.0 0.1 0.4
H -0.91099 0.67896 5.92984 0.3 0.3 0.0
H -0.37180 1.36617 3.61937 0.1 -0.1 0.1